A cluster of 2 separate species, C15H13NO3S2 in total, computed with ωB97M-V with the def2-TZVPD basis set.

E in Ha: -1656.04525
Strongest force on any atom in eV/A: 2.90
LUMO energy in eV: -2.60
Frontier orbital gap in eV: 3.45
ΔE to the lowest compared entry with this formula, charge and spin in kJ/mol: 607.9

```
! wB97M-V def2-TZVPD RIJCOSX def2/J DEFGRID3
* xyz 0 1
S -2.4963 -1.5406 -0.3713
H -3.1916 -2.7122 1.5472
C 1.8133 -0.3560 1.0210
H -1.3593 4.1973 -2.2641
C -0.6382 1.1162 -3.5456
H 5.1542 -0.5768 1.6919
N 3.3972 1.4064 1.4477
H -4.5818 -1.8627 0.8683
S -2.7805 0.8824 1.1431
C -1.1071 0.3201 -2.5029
C 4.1507 -0.9399 1.4736
H -4.2307 -0.3166 2.5829
H 1.0686 0.4264 0.9007
C -1.5580 0.9154 -1.3026
O 2.4284 2.1829 1.2810
C -0.6840 2.5114 -3.4419
C 2.5691 -2.7154 1.0533
H -1.1445 -0.7683 -2.6150
C -3.3020 -0.5888 2.0545
C 3.8631 -2.3088 1.3469
H -0.2136 0.6489 -4.4417
H 4.6824 -3.0257 1.4798
H 2.3072 -3.7658 0.9645
H -0.2572 3.1336 -4.2184
H -2.5050 -0.7863 2.7886
C -1.7502 2.3199 -1.2835
C 1.4758 -1.7502 0.7997
C -1.2777 3.1088 -2.3252
C -3.5160 -1.7623 1.1067
H -2.3161 2.7966 -0.4772
C 3.1184 0.0026 1.3182
O 4.5472 1.7966 1.7076
O 0.3291 -2.0779 0.3946
C -1.9949 0.0887 -0.1824
*
```



A structure of composition C15H13O9PbS2, computed with ωB97M-V with the def2-TZVPD basis set.

E in Ha: -2245.42656
Strongest force on any atom in eV/A: 5.21
LUMO energy (spin up / spin down) in eV: -6.67 / -7.53
Frontier orbital gap (spin up / spin down) in eV: 6.06 / 5.20
ΔE to the lowest compared entry with this formula, charge and spin in kJ/mol: 84.4

```
! wB97M-V def2-TZVPD RIJCOSX def2/J DEFGRID3
* xyz 1 1
S 1.8336 3.7032 -0.5516
O -2.6254 -4.4818 1.5724
H 5.6984 -0.2609 -1.8017
O -1.9856 1.7502 0.4315
C 3.7043 1.6581 0.0627
C 4.6240 0.6635 -0.2170
H -4.0333 0.5796 -1.8075
C 4.9670 0.4944 -1.5521
H 2.9620 2.8474 -2.9942
C 4.3936 1.2706 -2.5438
O 2.1088 1.0632 2.0111
C 3.1353 2.3911 -0.9048
H 4.6813 1.1324 -3.5750
H -2.6022 1.5143 -2.2286
O 2.6124 4.7939 -0.0844
H -4.3696 -1.0695 -0.8369
O -0.5175 -0.3580 1.4428
C -2.6261 -3.2471 1.0773
O 1.1903 3.8375 -1.8210
C -3.5556 -1.4142 -0.2194
C -2.5701 0.8765 -0.2170
Pb -0.0745 1.8889 2.0156
C -2.5504 -0.5352 0.1629
H -3.8486 -5.6155 0.3096
H 5.0498 0.0860 0.5864
S 3.3357 1.8788 1.8937
C -3.6140 -2.7294 0.2125
O 4.4643 1.2649 2.5119
H -4.6627 -4.8927 1.7329
C -3.3257 1.3100 -1.4380
C -3.7360 -5.3411 1.3625
C -1.5832 -2.4110 1.4502
H -3.8282 2.2532 -1.2277
H -3.5182 -6.2369 1.9421
C -1.4989 -1.0478 1.0412
O 3.1466 3.2827 2.0471
C 3.4484 2.2444 -2.2432
O 0.9911 2.9975 0.4336
H -4.4266 -3.3558 -0.1193
H -0.7942 -2.7853 2.0830
*
```



A structure of composition C15H14AsIN4O2PdS5, computed with ωB97M-V with the def2-TZVPD basis set.

E in Ha: -5601.95080
Strongest force on any atom in eV/A: 0.56
LUMO energy in eV: 3.80
Frontier orbital gap in eV: 5.13
ΔE to the lowest compared entry with this formula, charge and spin in kJ/mol: 41.2

```
! wB97M-V def2-TZVPD RIJCOSX def2/J DEFGRID3
* xyz -2 1
H 0.3184 -2.3354 -2.3357
H -1.9541 2.5152 -1.2382
H -2.7955 0.7441 4.9259
O -1.2867 -1.6934 -1.6677
C -0.4887 4.0791 -1.0461
C -1.6286 -0.0764 2.6231
S 5.3755 -1.3016 2.4624
S 3.1475 1.5526 2.3005
N 1.1822 -2.8581 -2.4708
H -3.5254 -0.8507 4.7776
O -2.4910 0.3788 -2.2318
H -0.1051 -0.2689 1.1234
H 1.2074 5.4015 -0.8263
N -0.0753 0.4223 -1.4216
C 1.7745 3.3591 -1.1667
H 2.8457 3.5097 -1.1017
N 1.3862 2.1129 -1.3788
C -2.0817 -0.1578 0.2774
H -4.1243 0.0158 -0.3057
As 3.8905 -0.2292 1.4145
C 3.2728 -3.0783 -2.7770
C -3.4357 -0.0286 0.5278
C -3.8848 0.0695 1.8359
H -0.9074 -0.0770 3.4312
H 0.6943 -4.7514 -1.6460
S -1.4927 -0.2774 -1.4068
S 4.3769 0.1584 -0.7220
C -0.9081 2.7743 -1.2205
C 0.8649 4.3914 -1.0038
C -3.4724 0.1408 4.3206
H -4.9456 0.1818 2.0329
N 2.2779 -2.2190 -2.8947
S 2.2330 -1.5407 0.6974
I 3.8785 -6.0064 -1.8632
Pd 2.1304 0.0477 -0.9933
C -2.9875 0.0450 2.8996
C 2.7936 -4.3023 -2.2831
C -1.1697 -0.1800 1.3199
H -4.4672 0.5855 4.3710
C 1.4467 -4.1143 -2.0753
C 0.0750 1.7806 -1.3619
H 4.2857 -2.7796 -2.9844
H -1.2301 4.8603 -0.9181
*
```



A structure of composition C15H14AuBrF3IN5OS, computed with ωB97M-V with the def2-TZVPD basis set.

E in Ha: -4633.95828
Strongest force on any atom in eV/A: 0.60
LUMO energy in eV: -5.48
Frontier orbital gap in eV: 5.10
ΔE to the lowest compared entry with this formula, charge and spin in kJ/mol: 4.0

```
! wB97M-V def2-TZVPD RIJCOSX def2/J DEFGRID3
* xyz 1 1
C -2.8202 -1.5874 0.7131
H -5.2519 1.6841 0.9784
H 1.0830 3.2143 -5.2070
C 0.8568 1.3222 -4.2327
H 2.9131 -1.3442 -4.5952
H -2.9689 0.8068 3.9005
C 3.1277 0.5401 -5.5998
C -3.1582 -1.0661 -1.6130
H -2.8425 2.4982 4.4370
C -3.0025 1.8488 3.5793
H -3.1789 1.3582 -0.1911
C 2.5064 -0.3522 -4.7373
C -4.3990 1.3800 1.5814
C -4.3145 2.1655 2.8790
I 0.4420 -1.3608 -2.8103
H -3.5997 -0.6983 -3.5542
H 3.1053 2.5132 -6.4384
H -4.4648 0.3114 1.7831
Au -0.3527 0.4983 -1.0002
N -1.8995 2.0773 2.6372
F 1.7914 -0.6088 0.3481
F -0.0024 -1.8168 0.4168
H -5.1481 1.8945 3.5240
H -0.9785 2.2969 2.9812
O -2.6822 0.1017 -1.4198
N -3.5076 -1.4295 -2.8712
C -2.0376 1.9352 1.3344
H 4.0175 0.2317 -6.1307
C 0.4755 -0.5868 0.5437
H -4.3794 3.2369 2.6797
C -3.2766 -1.9926 -0.5579
Br -0.7154 1.8985 -3.3273
N -4.2660 -4.3166 -1.0216
F 0.2312 -0.1403 1.7537
N -2.4556 -1.1933 1.7372
C 1.4801 2.2164 -5.0838
C 1.3648 0.0425 -4.0588
H -4.0026 -2.2940 -3.0239
N -3.1895 1.6321 0.7893
S -0.6450 2.3713 0.3301
C 2.6173 1.8161 -5.7715
C -3.7970 -3.2889 -0.7908
*
```



A cluster of 5 separate species, C15H14BBrCl12N3O7P in total, computed with ωB97M-V with the def2-TZVPD basis set.

E in Ha: -9733.43701
Strongest force on any atom in eV/A: 1.42
LUMO energy in eV: -1.38
SMILES string: CB(O)C1=C(Br)C(=O)c2c(ON=O)cc(N)c(P(=N)(O)O)c2C1=O.ClC(Cl)Cl.ClC(Cl)Cl.ClC(Cl)Cl.ClC(Cl)Cl
Frontier orbital gap in eV: 7.59

```
! wB97M-V def2-TZVPD RIJCOSX def2/J DEFGRID3
* xyz 0 1
H 0.3831 -2.6872 3.7605
Cl 5.2394 -1.5512 4.2610
C 5.1567 -3.1170 3.4524
O -3.2669 0.7292 -1.9805
Cl 3.8910 0.8211 -1.8014
Cl 4.6804 -2.6141 -3.8389
Cl 4.0354 -4.1900 4.2893
C -4.9144 3.0963 2.8596
H -4.8140 3.4465 3.8905
Cl -5.1731 -1.9932 -5.7653
H 6.1418 -3.5624 3.4841
H -4.4329 3.7917 2.1746
C 1.1308 -0.2022 0.2731
Cl -5.9226 0.8103 -5.8908
H -4.9157 -0.3438 -4.1227
Cl 2.4227 -0.9865 -4.6733
C -0.4736 0.4618 -1.4040
H 2.8602 -0.0643 1.3295
C -1.1748 0.1899 0.8924
C -2.3022 0.2991 1.8823
N -0.2507 -1.9425 3.4956
N 2.4854 -0.5524 0.5330
O -4.8728 0.6782 3.6220
Cl -3.1352 0.0678 -5.5684
H 2.5935 -1.5504 0.6363
Cl 4.5055 -1.6720 -6.5816
H 0.2533 1.4522 3.3578
H -5.9855 3.1399 2.6371
O 0.2092 0.6407 3.8780
Cl 5.8080 3.0036 -1.9125
H 1.5709 0.1397 -1.8159
H 5.7855 1.1541 -0.4837
C 3.5928 -2.2062 -5.1704
H -4.9586 1.0984 4.4844
Cl 4.7078 -2.9379 1.7552
P 0.4931 -0.6748 3.0138
H 2.2180 -1.3919 3.9350
C -3.5215 1.1032 1.5188
Cl 4.2081 2.5958 0.4747
C -3.7757 1.3465 0.2325
N 0.1223 0.1768 -3.6352
O -2.2522 -0.2331 2.9620
C -4.8013 -0.3628 -5.1991
Br -5.2824 2.2740 -0.3973
O 0.1965 0.8274 -4.5877
H 3.0483 -3.1004 -5.4423
C 0.1283 -0.1920 1.2725
C -1.4789 0.4926 -0.4410
C 5.0213 1.8054 -0.8862
B -4.4636 1.5971 2.7017
C 0.8158 0.1191 -1.0419
C -2.8698 0.8480 -0.8463
O -0.7677 0.8035 -2.6938
O 2.1008 -0.8814 3.1205
*
```



A structure of composition C15H14Br2CdN3OSe3Te, computed with ωB97M-V with the def2-TZVPD basis set.

E in Ha: -13607.77988
Strongest force on any atom in eV/A: 0.34
LUMO energy in eV: 2.38
Frontier orbital gap in eV: 6.55
ΔE to the lowest compared entry with this formula, charge and spin in kJ/mol: 0.0

```
! wB97M-V def2-TZVPD RIJCOSX def2/J DEFGRID3
* xyz -1 1
H 0.3394 0.3089 4.1321
H -1.5409 6.4801 -2.6059
H 3.2652 -0.7691 -1.2351
Se -1.7536 -1.4825 3.4240
O -1.9233 1.0575 0.0071
C -2.4277 4.8933 -1.4676
Se -3.6128 -4.0884 1.3639
H -0.5069 -4.0501 2.0553
Br 0.1730 2.1459 2.4817
C -2.2826 3.5998 -0.9940
C -1.1379 2.8679 -1.2894
H 0.5016 5.1891 -3.1323
H 3.0547 -3.1176 -1.1476
N 0.1780 -0.3894 -0.5506
C 2.3002 -0.7173 -1.7429
C 1.0886 0.8938 3.6084
H -3.0455 3.1311 -0.3874
C 0.3055 -3.8975 1.3536
H 2.3464 -1.3767 -2.6126
Se -3.3643 -2.5558 -0.4128
C -1.4287 5.4682 -2.2377
C 2.2893 -4.5734 0.2305
C -0.1372 3.4495 -2.0630
C -1.0114 1.4744 -0.7445
C 1.2869 -4.8551 1.1438
C 2.2827 -3.3565 -0.4318
H 1.2564 -5.7910 1.6836
C -0.2826 4.7425 -2.5339
H 1.7407 1.4370 4.2808
Br 2.1887 -0.3420 2.6132
N 0.0975 0.8365 -1.1191
N 0.2943 -2.7382 0.7172
C 1.1934 -1.1270 -0.8197
H 0.7488 2.8718 -2.2822
H -3.3225 5.4563 -1.2333
C 1.2567 -2.4473 -0.1615
Te -4.0351 -2.5448 3.2900
H 2.1256 0.3001 -2.0809
H 3.0722 -5.2945 0.0317
Cd -1.5727 -1.0895 0.8689
*
```



A structure of composition C15H14BrCl24NNbO, computed with ωB97M-V with the def2-TZVPD basis set.

E in Ha: -14385.38348
Strongest force on any atom in eV/A: 2.77
LUMO energy in eV: 1.54
Frontier orbital gap in eV: 6.74

```
! wB97M-V def2-TZVPD RIJCOSX def2/J DEFGRID3
* xyz -1 1
Cl 7.2674 8.0034 3.1261
Cl 4.7551 8.5691 1.8234
C -8.5856 -3.6453 3.8518
C -5.6271 -0.8517 1.8283
C -3.9238 -2.8100 2.8380
H -1.5090 -1.8704 1.8390
C 6.1886 7.5354 1.8032
H -5.6646 -0.0723 3.8197
H 1.2097 -0.8961 3.9508
N -3.0498 -3.8134 3.3409
C 5.1998 3.2197 -6.3561
H 2.1783 0.9577 2.7815
Cl -1.5289 0.6216 -2.1517
C 0.4497 -2.6676 2.0881
H -5.3999 -1.8289 -0.0532
Br 2.1206 -0.3803 -0.3272
H 3.2354 -1.4882 2.5293
Cl 1.0697 1.4570 -3.0451
Cl 6.6610 -1.3635 -8.7262
Cl 3.8024 -1.7047 -8.5409
Cl -9.5872 -3.8467 2.4056
C -1.7626 -3.8114 2.6380
Cl 4.0783 3.2171 0.5686
Cl 5.5594 2.0917 -7.6658
Cl 4.0712 5.4658 -1.2579
Cl 4.9386 4.8382 -7.0195
C -5.2853 -0.8437 3.1711
H 0.5332 -2.9382 1.0374
C 5.3333 -1.8889 -7.6779
H -3.8581 -3.5301 0.8130
Cl -1.2716 2.9096 -3.8935
Cl 5.3101 -0.8989 -6.2244
Cl -0.7745 0.2531 -4.9157
C 3.3710 3.8742 -0.9055
Cl 1.6298 4.0372 -0.6934
Cl 7.0325 7.7380 0.2617
Cl 6.5573 3.2589 -5.2260
C -0.9928 -2.5186 2.5442
C -4.2627 -2.7933 1.4902
H -6.2788 -0.0836 1.4429
C -4.4544 -1.8316 3.6686
H -2.8791 -3.5693 4.3118
Cl -8.9268 -2.0664 4.5774
Cl 3.7503 2.6867 -5.5086
Cl -6.8881 -3.7358 3.4182
C -0.6223 1.3073 -3.4983
Cl 5.7054 5.8556 1.9916
Cl -8.9838 -4.9182 5.0177
C -5.1187 -1.8298 0.9866
H -1.0095 -1.9906 3.4948
H 1.0027 -3.3872 2.6877
Cl 3.7209 2.7849 -2.2562
H -4.2200 -1.8162 4.7240
Cl 5.5654 -3.5853 -7.2449
Nb 1.6043 -0.6931 2.1995
H -0.0506 0.1149 1.9680
O -1.3863 -4.8280 2.1491
*
```



A structure of composition C15H14CuN5O5Se, computed with ωB97M-V with the def2-TZVPD basis set.

E in Ha: -5271.85862
Strongest force on any atom in eV/A: 0.13
LUMO energy in eV: -1.10
Frontier orbital gap in eV: 6.83
ΔE to the lowest compared entry with this formula, charge and spin in kJ/mol: 0.0

```
! wB97M-V def2-TZVPD RIJCOSX def2/J DEFGRID3
* xyz 0 1
C -0.0079 -1.4052 5.8584
H 3.9238 -0.3272 -4.0082
C -1.3610 -1.0900 -0.9587
O -0.0399 1.5294 -0.5173
O -0.3541 -1.3572 -0.3137
H -1.2323 -3.7601 3.7436
N -4.7432 1.3189 -3.4492
C -0.2808 -2.0016 3.0689
O 2.7908 -0.1741 -0.1542
N 0.8591 0.1141 2.6594
C 0.5011 -0.4850 4.8857
O -5.1742 2.3724 -3.8833
C 4.6388 -0.0176 -3.2414
C -3.5178 1.3566 -2.6712
C -0.7447 -2.8366 4.0270
C -1.1278 1.4370 -1.1728
H 0.1018 -1.1693 6.9074
O -5.2773 0.2376 -3.6264
C -1.7208 2.6201 -1.7197
H 1.4717 1.3625 -1.5897
H -3.5155 -0.7409 -2.3573
H -1.0012 -3.2452 6.1447
H 4.8294 1.0533 -3.3433
Cu 0.8774 0.1321 0.6812
H -1.2094 3.5538 -1.5291
H 5.5710 -0.5424 -3.4322
C -0.6088 -2.5371 5.4269
C 3.0686 0.1470 -1.3215
H -0.3726 -2.2126 2.0114
H 4.7055 -0.9893 -1.3411
Se 1.5425 1.4275 3.6504
H -2.0295 -1.9246 -1.2407
C -2.8738 2.5847 -2.4451
N 4.1814 -0.3519 -1.9134
N 1.1099 0.6487 5.1772
H -3.3092 3.4852 -2.8540
C -1.8161 0.2001 -1.4244
C -3.0007 0.1921 -2.1682
N 2.3088 0.9996 -2.0392
C 0.3580 -0.7916 3.4820
H 2.4789 1.1871 -3.0090
*
```



Question: Number 4 is which compound?
Answer: C15H14AuBrF3IN5OS



Question: Which of these has the highest strongest force on any atom?
Answer: C15H13O9PbS2



Question: What is the formula in the seventh record?
Answer: C15H14BrCl24NNbO



Please write out number 2 again, unchanged.
A structure of composition C15H13O9PbS2, computed with ωB97M-V with the def2-TZVPD basis set.

E in Ha: -2245.42656
Strongest force on any atom in eV/A: 5.21
LUMO energy (spin up / spin down) in eV: -6.67 / -7.53
Frontier orbital gap (spin up / spin down) in eV: 6.06 / 5.20
ΔE to the lowest compared entry with this formula, charge and spin in kJ/mol: 84.4

```
! wB97M-V def2-TZVPD RIJCOSX def2/J DEFGRID3
* xyz 1 1
S 1.8336 3.7032 -0.5516
O -2.6254 -4.4818 1.5724
H 5.6984 -0.2609 -1.8017
O -1.9856 1.7502 0.4315
C 3.7043 1.6581 0.0627
C 4.6240 0.6635 -0.2170
H -4.0333 0.5796 -1.8075
C 4.9670 0.4944 -1.5521
H 2.9620 2.8474 -2.9942
C 4.3936 1.2706 -2.5438
O 2.1088 1.0632 2.0111
C 3.1353 2.3911 -0.9048
H 4.6813 1.1324 -3.5750
H -2.6022 1.5143 -2.2286
O 2.6124 4.7939 -0.0844
H -4.3696 -1.0695 -0.8369
O -0.5175 -0.3580 1.4428
C -2.6261 -3.2471 1.0773
O 1.1903 3.8375 -1.8210
C -3.5556 -1.4142 -0.2194
C -2.5701 0.8765 -0.2170
Pb -0.0745 1.8889 2.0156
C -2.5504 -0.5352 0.1629
H -3.8486 -5.6155 0.3096
H 5.0498 0.0860 0.5864
S 3.3357 1.8788 1.8937
C -3.6140 -2.7294 0.2125
O 4.4643 1.2649 2.5119
H -4.6627 -4.8927 1.7329
C -3.3257 1.3100 -1.4380
C -3.7360 -5.3411 1.3625
C -1.5832 -2.4110 1.4502
H -3.8282 2.2532 -1.2277
H -3.5182 -6.2369 1.9421
C -1.4989 -1.0478 1.0412
O 3.1466 3.2827 2.0471
C 3.4484 2.2444 -2.2432
O 0.9911 2.9975 0.4336
H -4.4266 -3.3558 -0.1193
H -0.7942 -2.7853 2.0830
*
```